19
Properties=species:S:1:pos:R:3:nbo_charge:R:1 method="wB97M-V/def2-TZVPD" smiles="CC=O.O.O.O.O" e_homo_ha=-0.3683 de_lowest_kj_mol=57.8 e_lumo_ev=0.29 orbital_gap_ev=10.3164
O 0.965 -0.939 2.595 -0.546
O -0.326 2.819 0.053 -0.953
O -0.298 1.658 -3.040 -0.964
O -0.571 -1.393 -2.388 -0.954
O 0.978 -2.736 -0.118 -0.947
C -0.936 0.259 1.752 -0.728
C 0.264 0.041 2.643 0.450
H -0.398 -0.470 -2.610 0.471
H 0.306 0.667 3.557 0.104
H -1.468 -0.698 1.725 0.243
H 1.101 -1.809 0.131 0.466
H 0.600 3.063 0.116 0.472
H -0.444 2.296 -0.746 0.483
H 0.177 -1.631 -1.821 0.476
H -0.620 0.519 0.750 0.246
H 0.196 1.647 -3.865 0.486
H 1.430 -3.122 0.651 0.480
H -1.663 0.941 2.182 0.227
H -1.221 1.801 -3.290 0.485


17
Properties=species:S:1:pos:R:3:nbo_charge:R:1 method="wB97M-V/def2-TZVPD" e_homo_ha="-0.3148 / -0.3044" de_lowest_kj_mol=250.3 e_lumo_ev="-0.90 / -0.82" orbital_gap_ev="7.6643 / 7.4626"
Si 0.220 -1.030 0.722 0.257
Si -1.653 -0.742 -0.792 0.653
Si 2.141 -1.559 -0.246 0.374
C -2.240 1.056 -0.793 -1.090
C 1.192 1.699 1.419 -0.757
H 2.684 -2.939 0.133 -0.115
H -1.351 -1.224 -2.247 -0.137
H -3.214 1.317 -0.374 0.255
H 1.856 1.738 0.526 0.180
H 0.416 2.456 1.217 0.180
H -2.251 1.449 -1.784 0.244
H -1.390 1.479 -0.252 0.244
H 1.701 2.008 2.359 0.198
H 3.188 -0.629 0.226 -0.115
H -0.402 -1.853 1.865 -0.108
H -2.818 -1.776 -0.317 -0.134
H 1.923 -1.449 -1.662 -0.128


19
Properties=species:S:1:pos:R:3:nbo_charge:R:1 method="wB97M-V/def2-TZVPD" e_homo_ha=-0.5223 de_lowest_kj_mol=50.5 e_lumo_ev=-2.78 charge=+1 orbital_gap_ev=11.4368
O -2.651 -1.606 -1.499 -0.977
O -0.113 -0.089 2.778 -0.975
N 0.866 1.810 -0.745 -0.863
N -0.592 -0.233 -0.120 -0.723
C 0.834 -0.538 0.016 -0.260
C 1.727 0.620 -0.541 -0.242
H 1.021 2.505 -0.027 0.388
H 2.424 0.886 0.246 0.219
H -2.593 -1.945 -2.396 0.502
H 1.019 -1.482 -0.510 0.220
H -1.019 0.020 0.769 0.445
H -3.570 -1.401 -1.293 0.503
H 2.089 0.292 -1.499 0.220
H -0.447 0.619 3.349 0.488
H 1.093 2.231 -1.638 0.393
H -1.175 -0.907 -0.634 0.471
H 0.488 -0.542 3.395 0.493
H -0.570 0.693 -0.616 0.454
H 1.168 -0.933 0.966 0.243


19
Properties=species:S:1:pos:R:3:nbo_charge:R:1 method="wB97M-V/def2-TZVPD" e_homo_ha=-0.5217 de_lowest_kj_mol=38.7 e_lumo_ev=-2.89 charge=+1 orbital_gap_ev=11.3022
O -1.324 1.390 -2.261 -0.967
O 2.252 0.256 -1.733 -0.973
N 0.030 -0.781 -0.309 -0.698
N 0.429 -1.018 2.256 -0.864
C -0.958 0.029 0.514 -0.249
C -0.476 0.108 1.950 -0.261
H 0.045 1.056 2.102 0.218
H -1.948 -0.315 0.238 0.222
H -0.900 1.843 -2.998 0.490
H 0.443 -1.480 0.304 0.455
H 2.945 -0.403 -1.855 0.497
H -2.092 0.951 -2.659 0.483
H -1.314 0.130 2.649 0.219
H 0.760 -0.187 -0.726 0.472
H -0.999 0.991 -0.001 0.256
H 2.614 1.087 -2.058 0.502
H 1.096 -0.729 2.965 0.393
H -0.466 -1.203 -1.087 0.429
H -0.137 -1.727 2.709 0.376


19
Properties=species:S:1:pos:R:3:nbo_charge:R:1 method="wB97M-V/def2-TZVPD" e_homo_ha=-0.5190 de_lowest_kj_mol=51.8 e_lumo_ev=-2.87 charge=+1 orbital_gap_ev=11.2505
O 1.144 2.303 -1.800 -0.967
O 1.661 -0.052 2.582 -0.951
N -0.856 -1.676 -1.207 -0.854
N 0.526 0.188 0.186 -0.729
C -0.843 -0.155 0.669 -0.249
C -1.699 -0.672 -0.436 -0.256
H 0.518 0.953 -0.500 0.461
H 1.507 3.165 -2.056 0.502
H -0.824 -0.722 1.601 0.234
H 1.889 -0.899 3.008 0.510
H -0.864 -2.497 -0.607 0.360
H -1.397 -1.953 -2.024 0.384
H 0.841 -0.561 -0.455 0.445
H -1.173 0.804 1.092 0.232
H 1.198 0.173 1.013 0.469
H -2.583 -1.133 0.010 0.218
H -1.949 0.028 -1.236 0.210
H 0.459 2.214 -2.481 0.481
H 2.447 0.493 2.641 0.501


19
Properties=species:S:1:pos:R:3:nbo_charge:R:1 method="wB97M-V/def2-TZVPD" e_homo_ha=-0.3523 de_lowest_kj_mol=121.3 e_lumo_ev=0.28 orbital_gap_ev=9.8703
O 0.207 1.226 1.729 -1.087
O -0.256 0.391 -2.929 -0.947
O -1.080 3.401 0.012 -0.956
N 0.695 -0.280 -0.202 -0.811
C -0.002 -1.570 0.032 -0.225
C 0.095 -2.044 1.465 -0.638
H -0.649 3.124 0.846 0.489
H 0.913 1.857 1.910 0.452
H 1.085 -2.490 1.601 0.200
H 1.694 -0.380 -0.333 0.375
H -1.028 0.667 -3.430 0.482
H -1.074 -1.473 -0.110 0.196
H 0.275 -2.295 -0.746 0.186
H 0.276 0.024 -1.083 0.415
H -1.218 2.527 -0.366 0.461
H 0.379 1.053 -3.253 0.478
H -0.208 -1.349 2.236 0.248
H -0.558 -2.893 1.719 0.215
H 0.454 0.506 0.901 0.467


20
Properties=species:S:1:pos:R:3:nbo_charge:R:1 method="wB97M-V/def2-TZVPD" smiles=NCCS.O.O.O e_homo_ha=-0.3580 de_lowest_kj_mol=66.9 e_lumo_ev=0.19 orbital_gap_ev=9.9363
S -0.339 -1.189 -0.825 -0.079
O -4.030 -0.280 0.115 -0.940
O -1.327 2.513 0.017 -0.942
O 2.037 -2.936 -3.254 -0.941
N 1.667 1.036 2.117 -0.824
C 0.252 -0.289 0.651 -0.545
C 1.562 0.449 0.744 -0.230
H 2.427 -0.214 0.715 0.191
H -1.333 2.167 -0.883 0.469
H 0.750 1.288 2.458 0.349
H 1.655 1.203 -0.043 0.178
H -0.526 0.371 1.040 0.233
H 2.139 1.932 1.992 0.357
H -1.755 3.374 -0.085 0.475
H 1.213 -2.613 -2.856 0.473
H 2.698 -2.858 -2.580 0.467
H -3.643 0.511 -0.300 0.469
H -0.208 -2.445 -0.341 0.140
H -3.480 -0.999 -0.149 0.471
H 0.241 -1.022 1.466 0.229


20
Properties=species:S:1:pos:R:3:nbo_charge:R:1 method="wB97M-V/def2-TZVPD" smiles=NCCS.O.O.O e_homo_ha=-0.3496 de_lowest_kj_mol=83.2 e_lumo_ev=0.33 orbital_gap_ev=9.8445
S 0.547 0.667 -0.814 -0.072
O 1.831 5.316 -0.535 -0.955
O -0.368 -2.941 5.397 -0.937
O 2.329 0.148 -4.628 -0.932
N -0.894 -1.930 0.888 -0.832
C -1.078 0.366 -0.047 -0.524
C -1.512 -1.081 -0.158 -0.230
H 2.654 0.186 -3.729 0.467
H -1.089 0.742 0.974 0.225
H -0.025 -3.811 5.491 0.467
H -1.380 -1.413 -1.191 0.178
H -1.245 -3.012 5.046 0.470
H 1.159 4.792 -0.985 0.475
H 2.723 4.906 -0.573 0.480
H -2.590 -1.140 0.009 0.192
H 0.212 1.696 -1.580 0.122
H -1.830 0.974 -0.553 0.227
H -0.921 -2.836 0.415 0.353
H 1.377 0.159 -4.499 0.466
H 0.102 -1.789 1.072 0.360


21
Properties=species:S:1:pos:R:3:nbo_charge:R:1 method="wB97M-V/def2-TZVPD" smiles=NCCSS.O.O.O e_homo_ha=-0.3205 de_lowest_kj_mol=88.1 e_lumo_ev=0.01 orbital_gap_ev=8.7303
S -0.889 1.790 3.427 0.092
S 1.086 1.483 3.184 -0.129
O 3.088 -1.494 -1.113 -0.935
O -0.223 -0.945 -2.055 -0.931
O 2.165 -0.607 -3.579 -0.991
N -2.229 -0.147 0.147 -0.899
C -1.729 0.022 1.507 -0.214
C -1.617 1.549 1.767 -0.535
H -2.341 -0.494 2.215 0.201
H 2.609 -1.299 -3.089 0.497
H -1.014 1.969 0.969 0.218
H -1.791 -0.007 -0.742 0.399
H 1.293 -0.779 -3.928 0.488
H 2.176 -1.279 -0.877 0.457
H 1.554 2.612 2.792 0.103
H -2.806 -0.958 0.090 0.361
H -0.734 -0.436 1.532 0.163
H 0.452 -0.361 -1.688 0.469
H 3.578 -0.772 -0.664 0.482
H -0.001 -1.771 -1.601 0.467
H -2.630 1.924 1.706 0.236


20
Properties=species:S:1:pos:R:3:nbo_charge:R:1 method="wB97M-V/def2-TZVPD" smiles="C=NC.O.O.O.O" e_homo_ha=-0.3596 de_lowest_kj_mol=198.0 e_lumo_ev=0.22 orbital_gap_ev=10.0058
O 4.664 2.611 -1.092 -0.940
O -0.645 6.062 -0.897 -0.933
O -3.573 -1.385 -2.781 -0.983
O -5.374 -3.414 -0.962 -0.951
N 1.620 -1.933 2.486 -0.388
C 1.775 -0.853 1.524 -0.458
C 2.620 -2.225 3.208 -0.060
H 2.015 0.114 1.962 0.200
H -4.994 -2.708 -1.497 0.482
H 0.886 -0.765 0.902 0.202
H 2.601 -1.055 0.825 0.182
H -3.190 -0.613 -2.369 0.493
H 4.179 2.153 -1.785 0.471
H 4.347 2.286 -0.246 0.469
H -6.328 -3.280 -1.050 0.465
H 2.362 -2.870 4.047 0.176
H -3.032 -2.144 -3.001 0.494
H 0.058 6.417 -0.343 0.468
H 3.663 -1.984 2.985 0.146
H -0.830 5.201 -0.509 0.466


20
Properties=species:S:1:pos:R:3:nbo_charge:R:1 method="wB97M-V/def2-TZVPD" smiles="C=NC.O.O.O.O" e_homo_ha=-0.3459 de_lowest_kj_mol=190.3 e_lumo_ev=0.54 orbital_gap_ev=9.9572
O 2.576 2.779 -2.343 -0.968
O -5.416 -3.321 -0.739 -0.933
O 4.819 4.527 -2.505 -0.936
O -1.634 -4.695 -1.811 -0.952
N 0.089 -0.077 3.577 -0.388
C 0.464 -0.658 2.300 -0.464
C -0.360 1.096 3.685 -0.062
H -2.104 -4.636 -2.651 0.475
H -0.454 -1.072 1.878 0.204
H -6.348 -3.264 -1.015 0.468
H -0.608 1.828 2.915 0.143
H -0.495 1.405 4.722 0.167
H 1.086 -0.088 1.608 0.196
H 1.657 2.938 -2.550 0.473
H -2.098 -4.233 -1.117 0.477
H 4.735 3.805 -1.868 0.479
H 1.084 -1.521 2.555 0.204
H -5.230 -2.379 -0.595 0.465
H 3.111 3.488 -2.740 0.480
H 5.126 4.080 -3.307 0.471


21
Properties=species:S:1:pos:R:3:lowdin_spin:R:1 method="wB97M-V/def2-TZVPD" e_homo_ha="0.0279 / -0.2274" de_lowest_kj_mol=191.7 multiplicity=2 e_lumo_ev="3.77 / 3.56" charge=-1 orbital_gap_ev="3.0137 / 9.7534"
O -0.852 -3.521 0.352 0.143
O -0.784 -1.434 -2.471 0.036
O 0.735 2.073 3.322 0.047
N 1.528 0.355 -1.620 0.056
N -1.100 1.065 0.913 0.027
C -0.441 1.095 -0.455 0.058
C 0.955 0.765 -0.349 0.201
H 1.644 1.057 -2.366 0.017
H -1.121 -1.627 -1.566 0.018
H 2.439 -0.088 -1.272 0.085
H -0.421 2.230 -0.759 0.011
H -0.114 -0.719 -2.151 0.007
H 1.421 2.189 2.763 0.019
H -1.906 1.702 1.010 0.005
H 1.283 1.684 0.123 0.035
H 1.276 -0.135 0.430 0.105
H -0.363 -2.776 0.605 0.064
H -0.051 1.748 2.855 0.006
H -1.216 0.625 -1.239 0.005
H -1.474 0.262 1.212 0.026
H -0.276 -4.193 0.506 0.031